{
  "formula": "C23H49N4P3PtS",
  "method": "the ωB97M-V functional and the def2-TZVPD basis",
  "species": ["Pt", "S", "P", "P", "P", "N", "N", "N", "N", "C", "C", "C", "C", "C", "C", "C", "C", "C", "C", "C", "C", "C", "C", "C", "C", "C", "C", "C", "C", "C", "C", "C", "H", "H", "H", "H", "H", "H", "H", "H", "H", "H", "H", "H", "H", "H", "H", "H", "H", "H", "H", "H", "H", "H", "H", "H", "H", "H", "H", "H", "H", "H", "H", "H", "H", "H", "H", "H", "H", "H", "H", "H", "H", "H", "H", "H", "H", "H", "H", "H", "H"],
  "positions_angstrom": [[0.1131, 0.0778, -0.4954], [1.4121, -2.2772, -3.0240], [2.3164, 0.8225, -0.5855], [-0.6777, 1.7982, 0.7768], [-2.0776, -0.7605, -0.7837], [1.0892, -1.9826, 4.0019], [0.5534, -1.8174, 1.6464], [2.0297, -3.5952, 2.4055], [-0.3613, -3.6540, 2.9468], [-2.3114, -2.2233, -1.8452], [-0.6083, -2.7044, 1.8570], [0.4543, 2.5280, 2.0152], [0.5862, -0.1467, -4.6486], [-3.3043, -1.2574, 0.5398], [-0.0736, -2.8766, 4.1835], [-3.0066, 0.4806, -1.7820], [3.3462, 0.8047, 0.9497], [0.8365, -4.4578, 2.6270], [-1.7499, -1.4747, -5.3428], [2.3982, -3.2101, -5.1549], [2.3291, 2.5815, -1.1241], [-1.0899, 3.1517, -0.3752], [2.2537, -2.8243, 3.6603], [3.5528, 0.1951, -1.7946], [1.7349, -2.6457, 1.3192], [-2.2153, 1.6152, 1.7637], [0.3095, -1.4136, -4.0910], [0.8011, -1.0699, 2.8831], [2.0688, -2.2650, -6.0537], [-0.3795, 0.4900, -5.4355], [-1.6169, -0.1219, -5.6515], [-0.7712, -2.1505, -4.6183], [-1.8697, 2.8143, -1.0661], [1.6607, -0.4059, 2.7250], [-1.4511, 4.0063, 0.2131], [0.7988, 1.7684, 2.7301], [2.7269, -1.4908, -6.4383], [-0.8422, -3.2356, -4.4723], [-2.3480, 2.5294, 2.3661], [-2.4182, 0.4472, -6.1310], [1.1704, -1.5811, -1.8683], [2.4198, -3.5342, 4.4855], [-0.1076, 3.2988, 2.5656], [-1.4766, -2.0850, 2.1190], [-0.1232, 1.4404, -5.9121], [-3.3223, 1.3488, -1.1883], [-1.6247, -3.0246, -1.5580], [3.1818, 0.2940, -2.8220], [-2.6530, -1.9695, -5.6645], [3.5534, -0.2291, 1.2558], [1.6152, 0.2264, -4.5701], [0.1444, -3.5758, 5.0029], [-3.3567, -2.5488, -1.7410], [1.0424, -5.1358, 3.4694], [0.6425, -5.0401, 1.7187], [-3.2963, -2.3519, 0.6404], [-3.0865, 1.4865, 1.1068], [2.5990, -1.9794, 1.1671], [-2.1513, -1.9834, -2.8989], [3.4214, -3.4046, -4.8007], [-2.3644, 0.8078, -2.6113], [1.7467, 2.6625, -2.0503], [1.6276, -3.9978, -4.9882], [-0.0915, -0.4747, 3.1314], [-3.9022, -0.0079, -2.1954], [3.7954, -0.8560, -1.6031], [1.0848, -2.3641, -6.5051], [4.4709, 0.7968, -1.6909], [-0.8060, -3.2508, 0.9232], [-0.2007, 3.4325, -0.9498], [3.1377, -2.1892, 3.5253], [1.3226, 2.9923, 1.5344], [-2.1379, 0.7548, 2.4438], [-3.1169, -0.8254, 1.5283], [1.5299, -3.2113, 0.3977], [-4.3187, -0.9664, 0.2263], [3.3687, 2.8745, -1.3321], [1.9138, 3.2614, -0.3741], [2.8762, 1.3384, 1.7841], [-0.9527, -2.2718, 4.4346], [4.3083, 1.2908, 0.7257]],
  "mulliken_charge": [2.05, 0.15, 0.72, 0.06, 0.71, 0.32, 0.27, 0.19, 0.52, -1.12, -0.63, -1.21, -0.09, -1.70, -0.67, -1.51, -1.50, -0.65, -0.40, -0.48, -1.48, -1.08, -0.67, -1.30, -0.67, -1.24, 0.67, -0.56, -0.17, -0.79, -0.73, -0.71, 0.31, 0.04, 0.46, 0.31, 0.34, 0.30, 0.61, 0.53, -0.58, 0.38, 0.59, 0.04, 0.51, 0.48, 0.32, 0.21, 0.55, 0.39, 0.46, 0.39, 0.63, 0.39, 0.34, 0.58, 0.41, 0.16, -0.06, 0.42, 0.35, 0.39, 0.42, 0.16, 0.56, 0.39, 0.32, 0.61, 0.22, 0.31, 0.35, 0.40, 0.28, 0.41, 0.29, 0.49, 0.56, 0.43, 0.39, 0.34, 0.56],
  "s2": 6.020,
  "de_lowest_ev": 0.0000,
  "homo_lumo_gap_ev": [7.88, 4.70],
  "e_tot_ev": -72510.6821,
  "homo_ev": [-18.60, -19.59],
  "lumo_ev": [-10.72, -14.88],
  "multiplicity": 5,
  "charge": 4
}

{
  "formula": "CH3IOS",
  "method": "the ωB97M-V functional and the def2-TZVPD basis",
  "species": ["I", "S", "O", "C", "H", "H", "H"],
  "positions_angstrom": [[1.8538, 0.8963, -0.4464], [0.2466, -1.7701, -0.3572], [-0.8274, -0.8780, 0.3009], [-0.0064, 1.0757, 0.4974], [-0.3084, -1.7641, -1.6322], [-0.0526, 0.9429, 1.5803], [-0.9055, 1.4975, 0.0572]],
  "mulliken_charge": [0.23, -0.03, -0.44, -0.49, 0.15, 0.28, 0.29],
  "de_lowest_ev": 2.6738,
  "homo_lumo_gap_ev": [7.63, 7.79],
  "e_tot_ev": -22065.4059,
  "homo_ev": [-8.17, -8.21],
  "lumo_ev": [-0.54, -0.42],
  "charge": 0
}

{
  "formula": "C24H69O29P7",
  "method": "the ωB97M-V functional and the def2-TZVPD basis",
  "species": ["P", "P", "P", "P", "P", "P", "P", "O", "O", "O", "O", "O", "O", "O", "O", "O", "O", "O", "O", "O", "O", "O", "O", "O", "O", "O", "O", "O", "O", "O", "O", "O", "O", "O", "O", "O", "C", "C", "C", "C", "C", "C", "C", "C", "C", "C", "C", "C", "C", "C", "C", "C", "C", "C", "C", "C", "C", "C", "C", "C", "H", "H", "H", "H", "H", "H", "H", "H", "H", "H", "H", "H", "H", "H", "H", "H", "H", "H", "H", "H", "H", "H", "H", "H", "H", "H", "H", "H", "H", "H", "H", "H", "H", "H", "H", "H", "H", "H", "H", "H", "H", "H", "H", "H", "H", "H", "H", "H", "H", "H", "H", "H", "H", "H", "H", "H", "H", "H", "H", "H", "H", "H", "H", "H", "H", "H", "H", "H", "H"],
  "positions_angstrom": [[1.4943, -0.8979, -4.6052], [-4.1327, -0.9296, 2.2587], [-3.0553, 1.2843, 6.4615], [4.9772, -2.4180, 0.1282], [-3.3504, -2.4572, -4.2872], [0.7746, -1.7186, 1.3594], [1.0541, 3.0289, -3.2245], [-2.9658, -3.4330, -3.1508], [2.1429, -1.8958, 0.9111], [0.9085, 2.8018, 2.5408], [0.7882, -0.7167, -6.0473], [0.7982, -0.7876, 2.7005], [-0.1220, -0.9415, 0.1620], [-3.3315, -1.1433, -3.3160], [3.0448, -0.5747, -4.4882], [-2.3685, -2.3360, -5.3584], [-2.5819, -0.3248, 2.2782], [-1.5288, 1.7988, 6.3165], [-5.2170, 0.0377, 2.0298], [-0.5355, 2.7132, -3.5122], [4.3733, -1.5250, -1.0478], [0.1240, -3.1834, 1.8192], [-2.8332, 0.3313, 7.6944], [1.4935, 2.4409, -1.9643], [0.8557, 0.1684, -3.7769], [4.4390, -3.9770, 0.0243], [1.0216, -2.2604, -3.8361], [-4.4163, -1.8417, 3.5522], [-3.3761, 0.4716, 5.2184], [1.0849, 4.5923, -3.1442], [-4.8269, -2.6734, -4.7960], [4.7438, -1.8912, 1.5794], [6.5109, -2.3893, -0.1159], [-3.9171, 2.6699, 6.5755], [-4.0024, -1.8737, 1.0718], [2.0865, 2.6456, -4.4146], [0.1011, 0.4870, -6.3284], [-5.2241, -2.0583, -6.0168], [2.7185, 3.4834, 1.0978], [-4.6583, -1.5757, -0.1961], [-3.3937, -2.7171, 4.1074], [1.6318, 5.2393, -1.9734], [-2.1944, -0.5242, -2.8784], [0.4096, 0.2867, -0.2791], [-2.3359, 0.8970, 1.6700], [-3.9726, 3.2276, 7.8975], [0.9346, 5.1406, 2.2138], [-1.4308, 3.3628, -2.6186], [-1.7334, -4.2594, -3.1294], [-0.8314, 1.6645, 5.1429], [1.6511, -2.6440, -2.5442], [-0.7508, -3.7878, 0.8928], [4.0992, -4.6189, 1.2207], [3.7999, -0.2537, -5.6217], [2.0428, -0.3413, 3.3911], [1.4554, 3.7052, 2.0551], [5.7011, -1.0605, 2.3155], [4.1923, -0.0765, -0.8912], [-3.4236, -0.9537, 7.7487], [3.4951, 3.0271, -4.4777], [5.5418, -1.3571, 3.3419], [2.5577, 0.3913, 2.8545], [4.7017, -4.2790, 2.0290], [4.1864, 2.5107, -3.8052], [5.1366, 0.3957, -0.6469], [1.3374, 0.2916, -0.8102], [-4.7329, 2.7237, 8.3559], [4.2298, -5.6286, 0.9675], [-0.0488, 0.6506, -7.4491], [-1.1720, -3.4846, -3.4921], [-0.3636, 0.7169, 4.9843], [1.3516, -1.7413, -1.9019], [-2.9516, -3.1486, 3.1598], [-1.4953, -3.0413, 0.4945], [-5.7266, -1.9830, -0.2808], [5.6789, 0.0427, 2.0880], [-4.5767, -0.7286, 7.9697], [-1.5148, -0.5455, -3.5961], [-0.1385, -4.2948, 0.0631], [-3.9011, -3.2053, 4.8270], [2.7159, 4.7617, -1.5403], [-2.4980, 3.0688, -2.8349], [-3.0808, 2.9023, 8.4118], [-0.4917, 0.6401, -0.7941], [-4.1898, 4.3496, 7.8581], [-1.4387, -1.1482, -2.2646], [1.9044, 6.3723, -1.9402], [2.7440, -1.2348, 3.5431], [-4.1618, -0.7731, -0.6753], [-3.4018, -1.6396, 6.8183], [-1.2303, 4.4349, -2.6121], [-4.4372, -2.2571, -6.7222], [-1.3140, 2.8888, -1.5416], [-0.7692, 0.5282, -5.8762], [-3.2297, -1.6471, 8.7292], [1.6772, 5.8107, 2.1978], [-2.4288, 1.7023, 2.3203], [-2.2902, 0.4725, -2.5391], [1.1298, 5.1631, -0.9793], [1.7139, -0.0917, 4.4692], [-1.4219, 1.8409, 4.2362], [3.3808, -0.0457, -0.1147], [1.1774, -3.4060, -2.2725], [-5.3380, -0.9324, -5.8202], [0.5561, 1.0228, 0.6323], [0.6411, 1.5190, -6.1687], [3.6923, 0.4527, -1.5596], [0.1846, 5.1898, 1.4210], [3.0892, -4.2884, 1.5249], [3.2184, 0.6358, -5.9279], [6.8205, -1.3139, 2.3509], [-6.0761, -2.6236, -6.5676], [2.9999, 4.3394, 0.4280], [0.4738, 5.1920, 3.1574], [-1.9027, -4.9906, -3.8153], [2.7073, -2.7573, -2.7122], [0.0392, 2.4052, 5.0508], [-2.6796, -2.1333, 4.6511], [3.7645, 3.4868, 1.7111], [4.7615, 0.0723, -5.4572], [-1.5885, -4.6288, -2.0772], [3.6289, -1.0391, -6.4045], [3.6949, 4.0901, -4.2271], [-2.7110, 1.0281, 0.7261], [3.7501, 3.0185, -5.4009], [2.4988, 2.7786, 0.6023], [-1.3129, -4.4864, 1.3565], [-1.3024, 0.9480, 1.9496], [-4.2075, -2.4087, -0.8483]],
  "mulliken_charge": [-0.31, 0.11, 0.31, 0.53, 0.90, -1.96, -0.39, -0.34, 0.54, -0.19, -0.47, 0.42, 1.81, -0.28, 0.22, -0.67, 1.13, -0.37, -0.82, -0.15, 0.06, -0.28, -0.24, 0.65, 0.71, -0.33, -0.44, -0.31, -0.12, -0.21, -0.35, 0.05, -0.84, -0.27, -0.14, -0.19, -0.37, -0.69, 0.54, -0.59, -0.31, -0.35, -1.20, 1.10, -0.81, -0.74, -1.60, -0.64, -0.09, -0.21, -1.34, -1.03, -0.58, -0.86, -0.69, 0.73, -0.82, -0.63, -0.38, -1.06, 0.35, 0.28, 0.29, 0.27, 0.47, -0.57, 0.34, 0.31, 0.36, -0.09, 0.19, 0.57, -0.02, 0.22, 0.28, 0.27, 0.28, 0.41, 0.24, 0.39, 0.12, 0.27, 0.34, -0.32, 0.21, 0.52, 0.36, 0.14, 0.35, 0.04, 0.40, 0.31, 0.03, 0.21, 0.27, 0.45, 0.47, 0.48, 0.01, 0.33, 0.03, 0.06, 0.69, 0.24, -0.68, -0.07, 0.22, 0.28, 0.10, 0.24, 0.29, 0.25, 0.24, 0.45, 0.37, 0.36, 0.21, 0.03, 0.29, 0.28, 0.10, 0.27, 0.33, 0.51, 0.57, -1.05, 0.68, -0.29, 0.02],
  "de_lowest_ev": 13.3916,
  "homo_lumo_gap_ev": 9.25,
  "e_tot_ev": -150405.9706,
  "homo_ev": -8.89,
  "lumo_ev": 0.36,
  "charge": 0
}